1.
{"formula": "C10H9F6MoN4PSSe", "method": "wB97M-V/def2-TZVPD", "species": ["Mo", "Se", "S", "P", "F", "F", "F", "F", "F", "F", "N", "N", "N", "N", "C", "C", "C", "C", "C", "C", "C", "C", "C", "C", "H", "H", "H", "H", "H", "H", "H", "H", "H"], "xyz": [[0.82491, 0.46936, -1.40965], [0.42533, -0.62196, -3.48519], [-1.14748, 1.53708, -1.16664], [4.62103, 0.13170, -1.34243], [3.85742, -0.06787, -2.65544], [1.93945, 1.88745, -1.60306], [4.96323, -1.11668, -0.55164], [4.62067, 1.46413, -0.63206], [5.98625, 0.29980, -2.00806], [2.98102, -0.07167, -0.60322], [0.24728, -1.00888, -0.01228], [-1.69330, -0.08312, 1.09384], [-2.90588, 1.65454, 0.82182], [-0.09172, 2.28883, -3.88999], [-3.39717, 0.99336, 1.94153], [0.08505, 1.13720, -3.89285], [-0.68129, -2.10798, 1.89773], [1.28617, -3.00662, 0.85219], [-3.43502, 2.94314, 0.31148], [-0.68734, -1.07521, 0.98780], [-2.65233, -0.08375, 2.11525], [-1.88009, 1.00277, 0.32047], [1.20348, -1.98815, -0.05321], [0.32069, -3.07124, 1.84538], [0.33145, -3.86873, 2.57946], [2.08241, -3.73432, 0.77326], [-2.81680, 3.74960, 0.69597], [-3.43336, 2.93171, -0.77628], [-2.74381, -0.83137, 2.87198], [-4.45282, 3.03736, 0.67255], [-1.43891, -2.20109, 2.65545], [-4.23281, 1.34705, 2.51748], [1.91429, -1.93645, -0.87163]], "forces_ev_per_a": [[1.216, 0.389, 1.274], [0.386, 0.140, -0.425], [-0.528, -0.427, -0.209], [0.671, -0.130, 0.070], [-0.107, 0.061, -0.172], [-0.486, -0.410, -0.169], [-0.056, -0.015, 0.020], [-0.117, 0.173, 0.054], [-0.082, -0.020, 0.009], [-0.633, -0.185, -0.304], [-0.224, 0.297, 0.603], [0.804, -0.983, 0.265], [-0.970, 0.952, 0.298], [0.141, -0.896, -0.014], [-0.402, 1.204, -0.679], [-0.408, 0.844, -0.175], [0.325, -0.363, -0.052], [0.064, -0.139, -0.045], [0.001, -0.204, 0.133], [0.231, -0.042, -0.418], [0.742, -0.651, -0.247], [0.073, 0.116, 0.203], [-0.264, 0.036, -0.265], [-0.176, 0.067, 0.132], [0.014, 0.009, -0.018], [-0.040, -0.033, -0.017], [-0.013, 0.092, -0.002], [-0.060, 0.022, 0.009], [0.084, -0.174, 0.102], [-0.061, 0.090, -0.030], [0.005, 0.037, 0.046], [-0.121, 0.170, -0.038], [-0.009, -0.026, 0.062]], "lowdin_charge": [1.3273, 0.9394, 0.8808, 0.4026, -0.0330, -0.3700, 0.0360, 0.0433, 0.0225, -0.3409, -0.0758, 0.0440, -0.0705, 0.1696, 0.0684, -0.7198, 0.0690, 0.0333, 0.0524, -0.1649, 0.0569, -0.5389, -0.1081, 0.0740, 0.1573, 0.1520, 0.1257, 0.0915, 0.1460, 0.1215, 0.1297, 0.1704, 0.1085], "s_squared": 0.829, "total_charge": 3, "multiplicity": 2, "gap_ev": [5.31, 6.24], "homo_energy_ev": [-19.91, -20.06]}

2.
{"formula": "C35H35CrF9N3O5PS3", "method": "wB97M-V/def2-TZVPD", "species": ["Cr", "S", "S", "S", "P", "F", "F", "F", "F", "F", "F", "F", "F", "F", "O", "O", "O", "O", "O", "N", "N", "N", "C", "C", "C", "C", "C", "C", "C", "C", "C", "C", "C", "C", "C", "C", "C", "C", "C", "C", "C", "C", "C", "C", "C", "C", "C", "C", "C", "C", "C", "C", "C", "C", "C", "C", "C", "H", "H", "H", "H", "H", "H", "H", "H", "H", "H", "H", "H", "H", "H", "H", "H", "H", "H", "H", "H", "H", "H", "H", "H", "H", "H", "H", "H", "H", "H", "H", "H", "H", "H", "H"], "xyz": [[0.21294, 0.75636, 0.52213], [-0.14909, -1.57820, 2.17336], [1.15019, -2.86015, -0.73311], [3.27485, -1.61470, 1.59717], [-1.66271, 0.13692, -1.11613], [-3.13993, 4.63201, -5.95831], [-7.46567, -2.49735, 0.99582], [-6.79606, -1.67185, 2.87599], [-1.28000, -4.47339, -5.99426], [-2.65231, 5.95932, -4.32414], [-0.33190, -5.57811, -4.40372], [-7.83599, -0.42241, 1.45524], [0.82424, -4.19520, -5.59569], [-1.07819, 5.11813, -5.53682], [5.72009, 2.60231, 1.68221], [-1.14272, 1.72009, 1.70047], [1.73748, 1.55643, 3.89922], [-0.14037, 3.30521, 0.75207], [2.13697, 0.93743, -0.50981], [3.95597, 1.72367, 0.59812], [1.88373, 1.27682, 1.66056], [-0.96403, 2.99295, 1.59956], [-5.61886, -1.02595, 0.92168], [-3.32314, -0.34262, 1.06466], [4.84164, 1.07285, 4.57203], [-1.37068, -1.22857, -2.28713], [-3.24418, -0.28454, -0.31953], [-1.26853, 3.74606, -2.96982], [2.65489, 1.31282, 0.57072], [-6.92680, -1.40605, 1.57066], [0.13623, -3.80708, 0.42520], [2.34407, 1.74748, 2.86833], [-2.16435, 3.67104, -4.02342], [3.17483, 4.08588, 2.72626], [-2.94465, 2.53738, -4.20292], [-4.51103, -0.71879, 1.68595], [3.62655, 2.59597, 2.87299], [-0.83209, -2.97051, 1.25829], [-2.26404, 4.84365, -4.96618], [-0.70455, -3.27239, -4.04215], [-4.37732, -0.60139, -1.07915], [-1.61859, -3.50525, -3.02931], [-1.15194, 2.68241, -2.08680], [2.79706, -3.50896, -0.38898], [-0.36800, -4.37928, -5.00785], [2.47018, -1.78372, 3.19459], [-0.45342, -1.00412, -3.31266], [-5.55971, -0.96469, -0.46801], [3.34716, -3.32079, 1.02060], [-0.12100, -2.02123, -4.18969], [1.06722, -2.36791, 3.24480], [4.55167, 2.30120, 1.70543], [4.40015, 2.47279, 4.19010], [-2.82110, 1.47796, -3.32230], [-1.95097, -2.48472, -2.15055], [2.83224, 4.57711, 1.32906], [-1.92921, 1.54113, -2.25110], [2.83508, -4.57045, -0.64781], [0.71252, -2.28078, 4.27354], [-1.36257, -3.63137, 1.94884], [2.31689, 4.20888, 3.39192], [-2.06864, -4.48279, -2.91706], [3.76966, 2.89414, 4.97565], [3.69060, 4.52020, 0.65803], [2.44405, -0.77239, 3.59256], [-0.45090, -4.54974, -0.12120], [3.98702, 0.44949, 4.82732], [-1.59837, -2.53287, 0.61613], [0.59822, -1.84484, -4.97643], [2.53462, 5.62421, 1.37566], [1.99789, 4.02826, 0.89269], [1.06763, -3.43308, 3.01268], [2.80497, -3.95013, 1.72648], [5.27004, 3.12206, 4.08487], [-0.45670, 2.77251, -1.26071], [3.09720, -2.36204, 3.87914], [0.79585, -4.37242, 1.08347], [-6.42763, -1.21080, -1.06302], [3.98722, 4.68768, 3.14041], [-2.66805, -2.67894, -1.36451], [-4.56061, -0.76420, 2.76382], [-3.41098, 0.59077, -3.50310], [5.48558, 1.10423, 5.45093], [0.01268, -0.03342, -3.42684], [5.40935, 0.59078, 3.77354], [4.50965, 1.61640, -0.24106], [-4.33582, -0.59507, -2.15903], [-2.48449, -0.07125, 1.68739], [4.37900, -3.67845, 1.02953], [-0.66002, 4.62874, -2.82932], [3.43921, -2.99664, -1.10850], [-3.63731, 2.47988, -5.02974]], "forces_ev_per_a": [[0.397, 0.020, 0.300], [-0.261, 0.293, -0.069], [-0.081, 0.086, -0.075], [0.074, 0.010, -0.032], [0.349, 0.187, 0.198], [-0.058, -0.051, -0.029], [0.037, -0.023, -0.060], [0.072, 0.002, 0.062], [-0.047, 0.045, -0.012], [0.001, -0.008, 0.032], [-0.017, -0.040, 0.085], [0.005, 0.055, -0.035], [0.008, 0.048, 0.014], [0.064, -0.013, 0.006], [0.029, 0.017, -0.023], [0.031, 0.178, -0.083], [-0.101, -0.046, 0.104], [-0.022, -0.017, 0.031], [-0.294, -0.201, -0.082], [0.071, -0.030, 0.026], [0.198, 0.220, 0.083], [-0.148, -0.313, 0.113], [-0.151, -0.041, 0.021], [-0.118, 0.035, 0.119], [0.020, -0.132, 0.010], [-0.049, 0.079, -0.051], [-0.188, -0.027, -0.243], [-0.054, -0.037, -0.008], [-0.161, 0.012, -0.239], [0.014, 0.002, -0.024], [-0.042, -0.171, 0.100], [0.157, 0.089, -0.074], [0.020, 0.077, -0.021], [0.016, 0.005, 0.177], [-0.005, 0.036, -0.005], [0.034, 0.020, -0.040], [-0.057, -0.063, -0.160], [-0.008, -0.192, -0.074], [-0.016, -0.023, 0.049], [0.082, -0.029, -0.111], [0.000, -0.053, 0.011], [-0.028, -0.035, 0.041], [0.061, 0.110, 0.038], [0.146, -0.084, -0.079], [0.013, 0.025, 0.016], [0.053, -0.011, 0.241], [0.012, -0.102, -0.038], [0.071, 0.019, 0.076], [-0.011, -0.220, 0.030], [-0.031, -0.005, 0.058], [0.040, -0.208, 0.130], [0.055, -0.008, 0.098], [-0.094, 0.179, 0.009], [0.025, -0.006, -0.047], [0.041, -0.024, -0.071], [-0.038, -0.001, -0.082], [-0.162, -0.035, -0.107], [-0.028, 0.026, 0.006], [-0.023, 0.021, -0.032], [0.031, 0.015, 0.017], [0.021, 0.031, -0.008], [0.002, -0.012, -0.015], [0.005, -0.034, -0.014], [0.027, -0.012, -0.004], [-0.022, 0.124, -0.014], [0.020, 0.031, -0.039], [-0.067, -0.066, -0.046], [0.046, 0.092, 0.033], [0.013, -0.009, -0.025], [-0.033, 0.018, 0.025], [0.062, 0.024, 0.008], [0.027, -0.004, -0.062], [-0.032, 0.027, 0.034], [0.022, -0.023, 0.038], [-0.054, -0.082, -0.087], [0.034, -0.007, -0.075], [0.048, 0.022, -0.018], [-0.046, -0.013, -0.011], [0.002, 0.005, -0.060], [-0.038, 0.011, 0.005], [-0.008, 0.005, 0.035], [0.027, -0.026, 0.004], [0.025, 0.035, 0.007], [0.006, 0.023, 0.020], [-0.020, -0.001, -0.040], [-0.055, 0.016, 0.045], [0.011, 0.006, 0.013], [0.089, 0.010, -0.033], [0.001, 0.054, 0.017], [0.014, 0.032, -0.006], [-0.050, 0.055, 0.002], [-0.012, 0.002, -0.024]], "lowdin_charge": [0.5725, 0.8856, 0.8887, 0.9045, 1.1023, 0.1397, 0.1399, 0.1444, 0.1445, 0.1478, 0.1405, 0.1490, 0.1410, 0.1457, 0.1196, -0.2822, 0.0928, -0.1414, -0.0508, 0.2255, 0.0693, -0.1468, -0.1075, -0.0755, -0.0705, -0.3674, -0.3317, 0.0169, -0.6167, -0.5870, -0.5017, -0.4310, -0.1079, -0.1427, 0.0052, 0.0222, -0.2847, -0.5152, -0.5872, -0.1212, -0.0683, -0.0078, -0.0568, -0.5337, -0.5836, -0.5230, -0.0744, 0.0037, -0.5218, 0.0031, -0.4811, -0.4058, -0.1859, -0.0595, -0.0924, -0.0707, -0.3267, 0.0814, 0.0853, 0.0904, 0.1297, 0.1296, 0.1255, 0.0802, 0.0368, 0.0774, 0.0609, 0.0362, 0.1273, 0.0836, 0.0486, 0.0669, 0.0627, 0.1163, 0.0683, 0.0894, 0.0627, 0.1284, 0.1226, 0.1051, 0.1287, 0.0979, 0.0774, 0.1208, 0.0797, 0.1761, 0.0964, 0.0550, 0.0772, 0.1341, 0.0753, 0.1224], "s_squared": 6.016, "multiplicity": 5, "relative_energy_kcal_mol": 0.0, "gap_ev": [8.02, 8.31], "homo_energy_ev": [-8.39, -8.71]}

3.
{"formula": "C14H23ClIO2OsP2", "method": "wB97M-V/def2-TZVPD", "species": ["Os", "I", "Cl", "P", "P", "O", "O", "C", "C", "C", "C", "C", "C", "C", "C", "C", "C", "C", "C", "C", "C", "H", "H", "H", "H", "H", "H", "H", "H", "H", "H", "H", "H", "H", "H", "H", "H", "H", "H", "H", "H", "H", "H", "H"], "xyz": [[-0.63233, 0.48163, -0.78944], [-2.53582, 1.45357, 0.93038], [0.30499, 2.57383, -1.41607], [1.19520, -0.42066, -2.10357], [0.66491, 0.57276, 1.19877], [-1.56905, -1.18092, -3.45369], [-1.80107, -2.26170, -0.26884], [-1.51463, 1.62983, 5.15894], [1.39939, -1.08206, 1.49986], [-1.41126, 2.56428, 4.12738], [1.17461, -2.25587, -2.01699], [0.00112, 0.15143, 3.97611], [2.88295, 0.02435, -1.50627], [-1.30803, -1.21576, -0.44735], [-1.60309, 1.19049, -3.96005], [0.01838, 1.03100, 2.88641], [-0.56642, 2.30373, 3.04143], [1.55569, -0.12454, -3.88851], [-1.27137, -0.03446, -3.21454], [2.09585, 1.72572, 1.28291], [-0.75167, 0.47146, 5.11215], [1.94002, -2.67665, -2.68068], [0.18671, -2.60524, -2.34271], [1.96672, -1.08092, 2.43636], [-0.75726, -0.21330, 5.96557], [2.85570, 1.47935, 0.54516], [0.55079, -0.78564, 3.94827], [-2.13470, 1.89316, -3.29855], [2.05702, -1.36488, 0.67309], [3.08839, -0.35708, -0.50509], [1.73471, 2.73886, 1.09630], [0.58006, -1.81130, 1.56534], [1.43547, 0.94262, -4.11164], [2.54309, 1.67934, 2.28137], [2.59596, -0.41568, -4.10298], [0.89221, -0.72400, -4.52492], [-0.38468, 3.07057, 2.28872], [-2.24557, 0.93748, -4.81465], [3.63478, -0.39036, -2.18800], [-2.00088, 3.48229, 4.12662], [1.35499, -2.59002, -0.99019], [-0.68421, 1.67914, -4.31810], [2.97044, 1.11569, -1.51626], [-2.20129, 1.83131, 5.98405]], "forces_ev_per_a": [[1.830, 3.674, -0.645], [-0.524, -0.266, -0.853], [-0.541, -0.827, 0.030], [2.398, -1.627, -0.101], [1.875, -0.593, 0.412], [1.491, 3.622, 1.096], [1.973, 3.844, -0.582], [-0.283, -1.219, 1.357], [-0.538, 0.173, 0.269], [0.612, 1.323, -1.888], [-0.357, 0.316, 0.015], [-0.644, -0.759, 1.983], [-0.321, 0.241, 0.289], [-2.889, -6.123, 0.883], [-0.058, 1.144, -0.517], [-0.767, 1.470, -1.466], [0.157, 0.061, -0.343], [-0.934, 0.446, -0.200], [-2.645, -3.751, -0.293], [-0.372, 0.192, -0.036], [0.268, -0.869, 0.244], [-0.131, 0.172, 0.152], [0.282, -0.110, 0.038], [0.084, -0.087, -0.271], [-0.033, 0.203, -0.356], [-0.134, 0.024, 0.050], [-0.107, 0.139, 0.098], [0.307, -0.197, -0.193], [-0.210, 0.089, 0.324], [0.067, 0.140, -0.240], [0.151, -0.018, 0.000], [0.278, 0.011, 0.048], [0.132, -0.230, -0.094], [-0.074, -0.080, -0.101], [-0.408, 0.022, 0.351], [0.155, 0.218, 0.085], [-0.230, -0.087, 0.113], [0.207, -0.139, 0.194], [-0.315, -0.015, 0.102], [0.154, -0.169, 0.146], [-0.053, -0.024, -0.222], [-0.283, -0.058, 0.217], [0.102, -0.156, -0.046], [0.331, -0.118, -0.049]], "nbo_charge": [0.0031, 0.4080, -0.2751, 1.1404, 1.1042, -0.3302, -0.3491, 0.0093, -0.9728, 0.0144, -0.9680, -0.0871, -0.9504, 0.5640, -0.7581, -0.0307, -0.3280, -0.9352, 0.5589, -0.9459, -0.2132, 0.2895, 0.2698, 0.2679, 0.2919, 0.2827, 0.2634, 0.2878, 0.2704, 0.2341, 0.2761, 0.2634, 0.2651, 0.2706, 0.2946, 0.2691, 0.2736, 0.3094, 0.2884, 0.2777, 0.2497, 0.2969, 0.2649, 0.2845], "s_squared": 6.041, "total_charge": 3, "multiplicity": 5, "relative_energy_kcal_mol": 0.0, "gap_ev": [7.92, 5.07], "homo_energy_ev": [-18.36, -19.47]}